The following is a quantum chemistry calculation of a structure of composition C32H23Cl5N3O6PRu, from the Open Molecules 2025 dataset.

Geometry as XYZ:
```
71
Properties=species:S:1:pos:R:3:forces:R:3:mulliken_charge:R:1
C 3.995355 0.073037 0.508298 -0.443 0.057 0.049 -0.290
C 6.445808 -0.631500 1.166353 0.015 0.075 0.112 0.540
O 7.204960 -0.550070 2.104772 -0.022 -0.021 -0.062 -0.631
Cl -2.586668 4.096796 4.293831 -0.004 0.007 -0.006 -0.185
C -5.278101 -0.329671 0.300093 0.031 -0.048 -0.031 -0.905
C 0.354377 3.217294 1.731042 -0.171 -0.108 0.077 0.588
C 2.799727 1.663293 3.560997 -0.003 -0.051 -0.002 -0.931
C -1.390677 -4.440663 1.405686 -0.011 -0.015 0.016 -0.776
C -0.654202 1.185565 2.378756 0.081 -0.169 0.042 1.633
C 1.411557 2.830153 -1.960385 -0.051 -0.038 0.173 0.876
O 2.434297 -0.469877 -1.129859 0.156 -0.201 0.282 -0.453
C -5.263172 1.034225 0.565005 0.002 0.003 0.018 -0.578
C -0.100608 -4.893425 1.166002 0.015 0.015 -0.006 -0.534
H 5.374211 0.627459 3.258796 0.026 0.005 0.021 0.265
C -0.508142 3.922073 2.570332 0.016 0.018 -0.021 0.133
O 6.734677 -1.201622 0.023750 -0.111 -0.061 -0.110 -0.544
C -1.485726 3.239387 3.291708 0.003 0.026 0.007 0.384
Cl 1.704114 4.078824 1.075078 -0.034 -0.142 -0.303 -0.104
Cl -2.644605 0.980033 4.209952 0.015 -0.012 -0.044 -0.194
H 1.541214 3.138637 -4.054346 0.009 0.016 0.023 0.315
H 2.131634 0.945411 4.042259 0.006 0.017 -0.023 0.187
C -1.991343 -0.751685 -4.824794 -0.018 -0.033 0.017 -0.657
C -2.092672 -2.762412 -2.901052 -0.029 0.037 -0.007 -0.217
H -2.659012 -4.061646 -4.510587 0.015 0.039 0.012 0.412
C 0.755973 -4.160907 0.353723 -0.029 0.049 0.006 -0.798
H 2.506805 4.263925 -3.100238 -0.012 -0.003 -0.022 0.359
O 2.428107 2.189550 -1.554056 -0.194 -0.060 0.178 -0.587
O 0.299554 2.689950 -1.393807 0.161 0.225 0.070 -0.589
H -6.196325 -0.893900 0.403361 0.020 0.009 0.007 0.425
H -6.169027 1.529555 0.892144 0.019 -0.011 -0.020 0.399
C -2.936032 -0.241344 -0.242172 0.019 -0.024 0.132 0.835
H -2.826820 -2.894907 1.056998 0.045 -0.007 0.009 0.484
H -1.405269 0.548224 -3.212583 -0.006 -0.046 -0.010 0.400
H -1.944895 0.027304 -5.575982 0.008 -0.030 0.034 0.418
P -1.404434 -0.987558 -0.830353 0.091 0.186 -0.356 0.308
C 1.551155 3.744528 -3.146128 0.027 -0.003 0.004 -1.335
H 0.726975 4.452687 -3.179788 0.010 -0.008 -0.007 0.324
H -2.117850 -3.552036 -2.158974 0.013 0.022 -0.004 0.395
C 3.482492 1.025047 2.405427 -0.014 0.063 -0.227 0.069
N 3.001474 0.753215 1.195789 0.201 -0.116 0.025 0.441
Ru 1.241220 0.886722 -0.035188 -0.402 -0.220 -0.797 0.143
C -1.830446 -3.253749 0.835667 0.015 0.028 0.056 -0.321
C -2.394073 -3.050470 -4.226362 0.012 0.009 0.001 -0.695
H 0.239646 -5.817398 1.617021 -0.010 0.019 -0.018 0.391
C -2.341969 -2.048181 -5.184908 0.018 -0.009 0.027 -0.472
H 2.208633 2.512481 3.240187 0.012 0.063 -0.003 0.140
C 5.088734 -0.038206 1.297605 0.170 0.007 0.105 0.298
C -0.975145 -2.519156 0.020311 0.039 -0.083 -0.064 0.785
H 1.762995 -4.510552 0.165420 -0.013 0.004 0.003 0.469
C 0.224724 1.837406 1.525406 0.047 0.304 0.025 -1.175
C 0.323571 -2.974424 -0.221425 -0.101 -0.139 -0.019 -0.722
N 4.741346 0.568766 2.474910 0.156 0.038 0.209 -0.121
H -4.146372 -2.024517 -0.355007 -0.019 0.033 -0.014 0.524
H 3.533046 2.003086 4.292720 -0.019 -0.047 -0.037 0.435
H -2.017057 1.695727 -0.158142 0.048 0.039 -0.024 0.500
H -2.057511 -5.010302 2.042258 0.036 0.039 -0.023 0.431
C 3.669342 -0.557924 -0.794732 -0.227 0.124 -0.269 0.617
C -1.749190 -1.463377 -2.538132 0.091 0.024 -0.080 0.535
H -2.563875 -2.280052 -6.219431 -0.009 0.011 0.032 0.379
C -1.525872 1.851631 3.235979 -0.019 -0.083 0.014 0.120
H 0.990788 -2.407630 -0.860420 0.033 0.062 0.010 0.418
C -1.695525 -0.456115 -3.504122 0.008 -0.002 0.037 -0.508
N -0.264436 0.126726 -0.851500 0.349 0.056 0.638 -0.031
C -4.118873 -0.968845 -0.112222 -0.041 0.068 -0.023 -0.535
Cl -0.579568 -0.549970 2.446142 -0.094 0.107 -0.053 -0.173
Cl -0.360443 5.626853 2.741059 -0.028 0.012 0.022 -0.198
H 5.940838 -1.194060 -0.602371 0.062 -0.007 -0.010 0.440
O 4.544991 -1.147949 -1.426701 0.089 -0.043 0.103 -0.866
C -2.929153 1.132903 -0.009579 -0.085 -0.065 0.093 -0.468
H -4.092817 2.832635 0.582415 0.014 -0.032 -0.003 0.503
C -4.096437 1.764991 0.398095 0.012 0.020 0.013 -0.727
```
Positions in Å, forces in eV/Å.

Computed properties:
* energy above the lowest of the compared OMol25 structures with the same formula, charge and spin: 4.28 kcal/mol
* HOMO (spin up / spin down): -0.3215 / -0.3335 Eh
* DFT total energy: -124797.0214 eV
* HOMO-LUMO gap (spin up / spin down): 8.66 / 7.65 eV
* multiplicity: 5
* <S²>: 6.02
* strongest force on any atom: 0.92 eV Å⁻¹
* LUMO (spin up / spin down): -0.086 / -1.426 eV


The following is a quantum chemistry calculation of a structure of composition C32H23ClN5O2PPdSe, from the Open Molecules 2025 dataset.

Geometry as XYZ:
```
66
Properties=species:S:1:pos:R:3:forces:R:3:mulliken_charge:R:1
H -2.965741 -2.353990 2.810748 -0.036 0.002 -0.002 0.410
C 1.953844 -2.557419 -0.521082 -0.078 0.018 0.125 -0.761
C -1.962178 -2.198069 3.182800 0.108 0.041 0.016 -0.229
C -2.129502 3.006033 -0.528653 -0.024 0.024 0.049 -0.169
N -1.012820 -2.099292 2.257598 0.138 0.024 -0.082 -0.214
C 0.269324 -1.945582 2.636880 0.012 -0.038 -0.155 0.435
C -3.493071 3.800522 -2.339704 0.000 0.014 0.024 -0.421
C 3.650085 -1.819359 0.975148 -0.013 0.023 -0.003 -0.828
H 1.642980 -2.914861 -1.493913 0.001 -0.005 -0.048 0.627
H 1.632513 0.629788 1.378129 -0.005 -0.004 -0.013 0.171
C -0.416983 -1.812443 4.943764 -0.016 -0.011 -0.040 -0.725
C 1.447168 -1.243756 -4.313074 0.030 0.025 -0.007 -0.635
H -2.518707 -2.164470 5.248022 0.015 0.004 0.020 0.417
H 0.595243 3.668547 -1.430240 -0.004 -0.020 0.007 0.423
C 1.493715 0.573366 -2.737299 0.099 0.012 0.073 -0.439
C -1.522479 2.080221 -1.377723 -0.162 -0.109 0.004 -0.034
C 2.028064 -0.075509 -3.841402 0.012 -0.018 -0.021 -0.691
H 4.009326 -2.287863 -1.089386 0.003 -0.003 0.006 0.464
C 2.667288 -1.741726 1.960912 -0.043 -0.018 -0.064 1.129
C 0.590493 -1.750346 3.983247 -0.092 -0.014 -0.023 0.721
O -3.170762 -1.054268 -1.090207 -0.087 0.187 -0.151 -0.685
H 2.500124 5.028345 -0.676633 0.005 0.000 0.003 0.406
C 1.012233 2.041195 -0.087477 -0.031 -0.003 0.073 -0.773
H -3.563122 4.583626 -0.338972 -0.002 0.004 -0.007 0.396
P -0.328886 0.930689 -0.619655 -0.007 -0.052 0.236 2.019
H -1.067328 -1.527818 -2.084129 -0.141 -0.035 0.124 0.401
Se 4.085962 -0.774303 5.502934 -0.109 -0.076 -0.120 0.214
C -2.906487 2.874066 -3.185977 -0.002 0.001 -0.002 -0.821
Pd -1.841340 -1.548839 0.414564 -0.119 0.283 0.449 0.308
C 2.325081 4.057696 -0.230361 0.036 0.012 0.023 -0.716
C 0.378432 0.062391 -2.073396 0.091 0.054 -0.117 0.808
C 2.993166 -1.388784 3.337020 -0.079 -0.031 -0.055 0.824
H -6.028105 -1.852402 -0.388632 -0.006 0.024 -0.003 0.296
C 3.169971 3.585739 0.765340 -0.009 0.006 -0.013 -0.580
C 2.930778 2.346747 1.344485 0.019 0.021 0.002 -0.572
C -1.924210 2.016073 -2.705550 0.043 0.025 -0.070 -0.082
C -1.704716 -2.081853 4.542743 -0.038 -0.003 -0.006 -0.817
H -0.142865 -2.661893 -4.028554 0.015 0.007 -0.017 0.452
C -3.941655 -2.000399 -0.745816 -0.060 -0.310 0.227 0.971
H -4.256938 4.469994 -2.714665 -0.001 0.000 0.005 0.389
O -3.554504 -2.877903 0.066518 0.124 0.093 -0.034 -0.712
H 4.673127 -1.572222 1.226020 -0.005 0.002 0.005 0.504
C -0.196218 -1.109689 -2.560118 0.008 0.048 -0.115 -0.458
C 1.968298 -1.439069 4.350859 -0.027 -0.023 -0.078 0.976
C -5.369273 -2.005621 -1.239958 0.081 0.037 -0.179 -0.391
H -3.212929 2.813143 -4.222576 0.000 0.004 0.002 0.412
C 1.250185 3.289229 -0.654400 -0.033 0.033 -0.067 -0.361
N 4.186723 -1.057284 3.738176 0.089 0.075 0.147 -0.902
C 3.286344 -2.217228 -0.288450 0.019 -0.019 -0.070 -0.571
N -0.802440 0.114851 0.629828 0.247 -0.278 -0.317 -0.985
C 1.853903 1.584325 0.920605 -0.010 -0.038 0.064 0.124
C -3.102345 3.866248 -1.006117 -0.020 0.005 -0.043 -0.755
C 0.328814 -1.754669 -3.671350 -0.042 -0.005 0.037 -0.661
H 4.008099 4.186808 1.094709 -0.001 0.003 -0.002 0.392
N 2.339394 -1.156900 5.565616 0.125 0.074 0.104 -0.883
H 2.899042 0.339740 -4.332615 0.002 -0.017 -0.011 0.412
H -5.516874 -1.224668 -1.978232 0.014 0.009 0.006 0.279
H -1.841409 3.045241 0.516071 0.018 -0.037 -0.008 0.488
Cl -5.801950 -3.566060 -1.978689 0.003 -0.012 0.007 -0.192
H 3.579438 1.975519 2.129070 0.001 0.004 -0.003 0.444
C 1.343130 -2.038173 1.613231 -0.071 0.032 0.102 -0.397
N 1.005143 -2.468617 0.396030 0.073 -0.001 0.004 -0.442
H -0.160399 -1.653162 5.982434 -0.013 -0.009 0.006 0.517
H 1.861231 -1.748692 -5.176659 -0.004 -0.002 -0.001 0.368
H 1.970840 1.480389 -2.386781 -0.040 -0.032 -0.001 0.366
H -1.473243 1.294669 -3.375042 -0.001 -0.010 0.003 0.339
```
Positions in Å, forces in eV/Å.

Computed properties:
* energy above the lowest of the compared OMol25 structures with the same formula, charge and spin: 12.56 kcal/mol
* HOMO: -0.2731 Eh
* DFT total energy: -135740.6153 eV
* HOMO-LUMO gap: 6.62 eV
* multiplicity: 1
* strongest force on any atom: 0.54 eV Å⁻¹
* LUMO: -0.811 eV


The following is a quantum chemistry calculation of a structure of composition C32H23N6OS3SeTeTm in a non-equilibrium geometry, from the Open Molecules 2025 dataset.

Geometry as XYZ:
```
68
Properties=species:S:1:pos:R:3:forces:R:3:mulliken_charge:R:1
H 11.026365 11.100287 15.446923 -0.361 0.659 0.098 0.321
C 9.096567 10.502421 11.106953 -1.046 -0.734 1.140 -0.880
C 11.625832 13.043013 14.811286 -1.478 1.978 -1.486 1.184
C 15.001840 15.375064 6.524860 0.227 0.518 0.775 -0.385
C 8.475366 19.119531 10.638289 -1.262 1.697 -1.330 0.925
C 9.652554 18.367359 10.267784 0.576 -0.998 1.433 0.709
C 8.914465 17.688809 15.308220 -0.875 0.734 -0.569 -0.952
C 14.008717 14.448963 6.642366 1.105 0.783 1.756 -0.681
C 12.997845 13.227969 15.229563 1.761 0.644 -1.020 0.431
C 15.261975 14.339351 15.182517 -1.671 -1.046 0.626 -0.803
C 7.284069 8.870233 12.074415 1.243 0.280 -0.693 -0.437
N 10.565062 17.067235 13.669891 -0.679 1.488 -0.895 -0.435
C 7.885532 7.401313 13.894523 -0.427 -0.383 -0.151 -0.367
C 10.340051 17.690590 11.316555 -0.121 1.515 -1.857 0.522
C 7.962205 19.227653 12.002856 1.360 -0.078 -0.856 0.451
C 9.705942 12.976299 12.027028 0.030 1.358 1.627 0.194
H 16.685608 13.355059 16.413026 -0.266 -0.137 -0.252 0.333
C 12.034422 17.153730 9.812820 -0.007 -0.795 -0.632 -0.187
H 10.812413 12.345616 16.654801 0.330 0.268 0.672 0.448
C 10.739781 12.170573 15.602663 0.357 -2.086 -0.258 -1.774
C 8.239524 18.464093 14.350851 0.840 -0.763 0.510 -0.451
H 10.164296 10.708862 11.227744 -0.219 -0.371 -0.436 0.397
Te 14.591183 14.533809 10.999919 -0.151 0.458 0.553 -0.003
H 13.029643 16.713854 9.593571 -0.685 0.143 0.777 0.131
H 7.380647 19.065743 14.594404 -0.351 -0.182 0.096 0.551
H 11.691123 17.455171 7.735472 0.375 0.067 -0.772 0.553
H 9.725119 12.267676 15.286815 -0.542 0.068 -0.224 0.468
C 13.567407 12.145103 15.943068 0.649 0.393 0.607 -0.731
C 6.945027 7.906228 12.987372 -1.060 -0.833 0.368 -0.380
H 6.543056 9.160219 11.339764 0.092 0.310 -0.018 0.369
C 15.671952 13.289551 16.000216 1.092 0.422 0.231 -0.171
H 15.363127 15.934498 5.688727 -0.033 -0.098 -0.576 0.381
S 8.228234 12.010834 11.587198 0.370 1.333 0.411 -0.116
O 13.491027 15.225529 13.858466 -0.082 -1.184 1.700 -0.490
S 15.667325 15.865789 8.066453 -1.032 -0.933 -0.258 -0.110
C 10.128837 17.131829 14.941259 0.677 -0.147 -0.523 -0.246
C 9.890861 17.779574 12.701108 -1.180 -0.800 1.642 -0.292
H 15.346150 11.366093 16.930618 -0.115 0.080 -0.099 0.405
H 15.868574 15.202371 14.937958 0.052 -0.248 -0.095 0.477
C 8.718399 18.512144 13.049414 0.183 -0.197 -0.481 0.711
H 8.761918 10.321491 10.092640 0.523 -0.288 -0.254 0.482
N 11.051356 13.693663 13.768498 2.061 -1.177 1.288 0.741
H 13.388594 14.147074 5.854923 -0.568 -0.617 -1.080 0.410
Tm 11.861828 15.325972 12.515471 2.414 -0.184 -0.831 0.381
H 7.503763 6.751868 14.683968 0.468 -0.209 -0.347 0.360
H 9.979706 7.215005 14.351383 -0.288 0.559 -0.021 0.360
C 13.915711 14.296031 14.734179 -1.221 0.135 -0.681 0.644
C 14.587001 14.798715 8.929311 -0.626 -1.153 -1.456 -0.341
C 10.141591 18.274657 8.956780 -1.782 1.308 -0.237 -0.661
H 10.882137 16.817552 15.660110 -0.521 -0.641 0.095 0.544
H 12.937005 11.292878 16.204501 0.309 0.308 -0.036 0.280
Se 6.482340 20.695715 10.548703 0.986 -0.616 0.778 0.244
H 9.514672 18.845969 8.214134 0.965 -0.995 0.498 0.458
S 10.670227 13.715941 10.744438 -0.415 -0.506 0.604 -0.267
C 8.621110 9.378168 12.052233 -0.278 -0.350 -0.394 0.604
C 9.217730 7.745558 13.768076 -0.152 0.098 0.452 -0.671
C 9.549855 8.791477 12.902563 0.169 0.838 0.315 -0.240
C 11.304443 17.607750 8.708746 0.113 0.221 1.030 -0.639
H 5.920043 7.432260 12.966488 1.158 0.879 0.168 0.282
N 6.958366 20.027317 12.182537 -0.582 0.089 -0.415 -0.857
C 14.907878 12.168516 16.348694 -1.023 0.571 -0.621 -0.990
N 7.851057 19.871577 9.724183 0.018 -0.889 1.290 -0.759
H 8.433952 17.510541 16.271263 0.652 0.330 -0.040 0.405
H 13.037862 13.385535 8.312364 -0.079 -0.315 0.266 0.394
C 13.813840 14.062789 8.014084 0.643 1.688 0.285 -0.163
N 11.525452 17.136504 11.048844 0.784 0.049 -0.248 -0.253
H 10.489232 9.342245 13.037146 0.077 -0.771 -0.434 0.209
N 9.873044 13.149241 13.330004 -1.483 -1.542 -1.514 -1.027
```
Positions in Å, forces in eV/Å.

Computed properties:
* HOMO: -0.2312 Eh
* DFT total energy: -179221.0719 eV
* HOMO-LUMO gap: 4.48 eV
* multiplicity: 3
* <S²>: 2.00
* strongest force on any atom: 2.88 eV Å⁻¹
* LUMO: -1.808 eV